C18H34BF4N2O6 | wB97M-V/def2-TZVPD

Structure (XYZ):
```
65
Properties=species:S:1:pos:R:3:lowdin_charge:R:1
C -2.32087 0.54425 2.72561 -0.1173
C -1.84978 1.89196 2.14796 -0.2432
C -0.36420 1.87069 1.75849 -0.2697
N -0.11587 0.91570 0.68859 0.0338
B 1.36660 0.67118 0.29075 -0.6921
C 2.16524 2.07162 -0.15008 -0.1332
C 1.69583 2.70288 -1.47586 -0.1998
C 2.41684 2.25308 -2.73594 -0.2174
F 3.76761 1.99122 -2.51973 -0.0725
C 1.46682 -0.41905 -0.95990 -0.1052
C 0.29172 -0.45543 -1.96698 -0.2306
C -0.74672 -1.56163 -1.69364 -0.1972
C -2.04209 -1.11352 -1.02583 -0.2955
N -2.81296 -0.14265 -1.81870 0.0018
C 2.21374 0.02908 1.56520 -0.3020
C 1.47268 -1.03066 2.35434 -0.0727
F 3.43158 -0.56724 1.10531 -0.0936
H -1.66301 -0.25250 2.38251 0.0448
H -2.27045 0.55272 3.81575 0.0503
H -3.33349 0.29691 2.40580 0.0611
H -2.43987 2.14313 1.26337 0.0898
H -2.00909 2.65886 2.91182 0.0894
H 0.20851 1.60281 2.64829 0.1086
H -0.09514 2.89235 1.45042 0.1020
H -0.62116 1.28533 -0.11227 0.0711
H 2.06318 2.85019 0.61717 0.0744
H 3.23306 1.84343 -0.18678 0.0859
H 0.62714 2.50589 -1.60947 0.0935
H 1.78582 3.79475 -1.41720 0.0920
H 1.97074 1.34654 -3.14577 0.0913
H 2.38525 3.02809 -3.50546 0.1012
H 2.41183 -0.27568 -1.48940 0.0843
H 1.53955 -1.42746 -0.53459 0.0782
H -0.22824 0.50284 -2.04215 0.0776
H 0.70172 -0.64966 -2.96258 0.0763
H -1.03319 -2.02396 -2.64689 0.0948
H -0.30084 -2.33552 -1.06783 0.1003
H -1.81682 -0.69233 -0.04558 0.0794
H -2.65981 -2.00279 -0.85583 0.0888
H -2.35844 0.02760 -2.70638 0.0256
H -2.84635 0.74719 -1.34209 0.0423
H 2.53191 0.83737 2.23824 0.1151
H 2.18261 -1.58350 2.98000 0.0707
H 0.75261 -0.55118 3.01173 0.0442
H 0.95281 -1.72811 1.69795 0.0735
C -1.34004 -2.58946 7.56203 -0.0660
C -1.59017 -1.10172 7.43153 -0.3244
O -1.04474 -0.80803 6.16925 0.1276
C -1.08986 -1.94590 5.40468 -0.5231
O -0.92736 -1.98599 4.24221 0.2031
O -1.36579 -3.01854 6.20366 0.0648
F -0.94032 -0.38586 8.38662 0.0656
H -0.35310 -2.77516 7.98955 0.1418
H -2.09788 -3.11187 8.13982 0.1347
H -2.64385 -0.81555 7.44321 0.1707
C 0.51495 -0.22411 -7.78459 -0.0601
C 0.89085 -1.44954 -6.97817 -0.3203
O 0.48258 -1.09566 -5.67686 0.1303
C -0.52562 -0.18218 -5.77683 -0.5323
O -1.23238 0.14839 -4.89425 0.1970
O -0.60181 0.28258 -7.05491 0.0663
F 2.22584 -1.68313 -6.99020 0.0751
H 1.32558 0.50619 -7.77196 0.1436
H 0.22964 -0.44422 -8.80967 0.1349
H 0.37646 -2.36504 -7.27752 0.1705
```

Its total charge is -1. The value obtained for the LUMO energy is 2.3 eV. For the energy above the lowest of the compared OMol25 structures with the same formula, charge and spin, the calculation gives 0.0 kcal per mole.